# 1
Molecular formula: C29H25ClLiN3P
Method: DFT, ωB97M-V/def2-TZVPD

Geometry (Å):
Li1 12.35 7.38 9.46
C1 19.79 9.06 10.96
C2 18.94 8.04 11.36
C3 17.71 7.85 10.75
C4 17.24 8.77 9.84
C5 18.06 9.82 9.42
C6 19.31 9.97 10.00
P1 15.57 8.44 9.18
C7 15.47 9.65 7.79
C8 16.31 9.43 6.69
C9 16.10 10.17 5.55
C10 15.05 11.09 5.44
C11 14.17 11.24 6.52
C12 14.38 10.54 7.71
C13 14.60 9.23 10.54
C14 15.07 10.27 11.36
C15 14.34 10.53 12.50
C16 13.23 9.74 12.85
C17 12.73 8.79 11.98
C18 13.40 8.57 10.80
H1 20.81 9.12 11.34
H2 19.28 7.35 12.14
H3 17.11 6.98 11.00
H4 17.72 10.50 8.65
H5 19.95 10.78 9.65
H6 17.12 8.68 6.72
H7 16.71 9.99 4.67
H8 14.90 11.66 4.51
H9 13.28 11.91 6.41
H10 13.69 10.64 8.56
H11 16.01 10.77 11.12
H12 14.68 11.33 13.19
H13 12.70 9.90 13.80
H14 11.81 8.22 12.17
N1 7.32 6.34 9.81
C19 8.17 7.34 9.45
C20 9.54 7.03 9.32
N2 10.43 7.97 9.00
C21 9.95 9.21 8.70
C22 8.61 9.50 8.79
N3 7.72 8.57 9.17
H15 7.69 5.58 10.37
H16 6.38 6.59 10.02
H17 9.87 6.01 9.41
H18 10.71 9.97 8.43
H19 8.18 10.48 8.50
Cl1 12.96 17.48 8.59
C23 12.51 15.88 9.05
C24 11.15 15.55 9.10
C25 10.77 14.30 9.50
C26 11.74 13.28 9.73
C27 11.32 12.01 10.06
C28 13.12 13.65 9.68
C29 13.50 14.93 9.37
H20 10.43 16.33 8.82
H21 9.71 14.04 9.60
H22 10.25 11.73 10.08
H23 12.08 11.21 10.30
H24 13.88 12.92 9.96
H25 14.56 15.25 9.27

Calculated values
Charge: -1
HOMO level, eV: -1.64
Gap between HOMO and LUMO, Ha: 0.1157
Calculated total energy, Ha: -2093.39523


# 2
Molecular formula: C29H25LiN5S2
Method: DFT, ωB97M-V/def2-TZVPD

Geometry (Å):
Li1 -0.84 0.17 -0.84
C1 1.62 -0.66 -2.83
C2 2.09 -0.50 -1.42
C3 3.44 -0.46 -1.08
C4 3.79 -0.38 0.26
C5 2.79 -0.33 1.21
C6 1.46 -0.32 0.79
N1 1.14 -0.41 -0.50
C7 0.30 -0.27 1.70
C8 0.35 -0.40 3.09
C9 -0.85 -0.40 3.78
C10 -2.05 -0.31 3.09
C11 -2.01 -0.21 1.70
N2 -0.85 -0.16 1.06
C12 -3.18 -0.24 0.80
C13 -4.48 -0.37 1.26
C14 -5.51 -0.43 0.33
C15 -5.20 -0.39 -1.02
C16 -3.86 -0.29 -1.40
C17 -3.43 -0.35 -2.83
N3 -2.89 -0.18 -0.50
H1 2.43 -0.94 -3.50
H2 1.18 0.28 -3.17
H3 0.84 -1.41 -2.87
H4 4.20 -0.49 -1.84
H5 4.83 -0.35 0.55
H6 3.04 -0.29 2.26
H7 1.28 -0.50 3.62
H8 -0.86 -0.47 4.86
H9 -2.98 -0.34 3.64
H10 -4.70 -0.45 2.31
H11 -6.54 -0.51 0.65
H12 -5.98 -0.45 -1.76
H13 -4.28 -0.29 -3.50
H14 -2.92 -1.30 -2.98
H15 -2.73 0.45 -3.06
S1 -1.82 4.58 -0.63
C18 -1.78 2.87 -0.90
N4 -0.62 2.31 -0.94
C19 0.37 3.23 -0.73
C20 1.74 2.98 -0.68
C21 2.61 4.04 -0.45
C22 2.13 5.34 -0.30
C23 0.78 5.61 -0.33
C24 -0.09 4.55 -0.54
H16 -2.70 2.34 -1.03
H17 2.11 1.98 -0.81
H18 3.67 3.86 -0.40
H19 2.83 6.15 -0.15
H20 0.40 6.61 -0.21
S2 -0.89 -3.04 -0.71
C25 0.57 -3.35 0.01
N5 1.67 -3.58 -0.78
C26 2.92 -3.74 -0.30
C27 3.15 -3.69 1.04
C28 2.05 -3.54 1.92
C29 0.79 -3.39 1.41
H21 1.49 -3.61 -1.78
H22 3.70 -3.91 -1.02
H23 4.15 -3.80 1.43
H24 2.21 -3.57 2.98
H25 -0.07 -3.28 2.05

Calculated values
Charge: +1
HOMO level, eV: -10.27
Gap between HOMO and LUMO, Ha: 0.2720
Calculated total energy, Ha: -2197.75177


# 3
Molecular formula: C29H25N7O3SSc
Method: DFT, ωB97M-V/def2-TZVPD

Geometry (Å):
Sc1 -1.14 0.48 0.64
O1 -5.33 -0.59 -0.19
C1 -5.18 -1.93 -0.03
C2 -6.19 -2.74 -0.54
C3 -6.11 -4.12 -0.41
C4 -5.02 -4.70 0.23
C5 -4.02 -3.90 0.72
C6 -4.07 -2.51 0.60
C7 -2.94 -1.69 1.08
O2 -2.99 -0.38 0.94
N1 -1.88 -2.29 1.55
N2 -0.89 -1.34 1.77
C8 0.00 -1.58 2.68
C9 1.00 -0.63 3.08
C10 2.10 -1.09 3.82
C11 3.08 -0.23 4.25
C12 2.95 1.14 3.99
C13 1.86 1.62 3.29
C14 0.87 0.76 2.82
O3 -0.16 1.24 2.14
H1 -4.54 -0.18 0.20
H2 -7.03 -2.27 -1.02
H3 -6.91 -4.73 -0.81
H4 -4.97 -5.78 0.35
H5 -3.16 -4.33 1.23
H6 -0.04 -2.55 3.18
H7 2.18 -2.15 4.04
H8 3.93 -0.60 4.81
H9 3.71 1.83 4.34
H10 1.75 2.68 3.10
N3 -2.96 3.51 -0.34
C15 -2.35 2.58 -0.03
H11 -3.51 4.30 -0.61
S1 5.42 1.46 -0.95
C16 3.70 1.29 -0.75
C17 2.77 2.33 -0.85
C18 1.43 2.05 -0.64
N4 0.97 0.83 -0.36
C19 1.86 -0.16 -0.28
C20 3.21 0.01 -0.46
C21 5.59 3.20 -1.29
C22 5.83 4.09 -0.25
C23 5.97 5.44 -0.57
N5 5.88 5.91 -1.80
C24 5.67 5.04 -2.79
C25 5.52 3.68 -2.59
H12 3.07 3.34 -1.07
H13 0.70 2.85 -0.69
H14 1.47 -1.15 -0.03
H15 3.88 -0.83 -0.37
H16 5.91 3.75 0.77
H17 6.16 6.16 0.22
H18 5.61 5.46 -3.79
H19 5.35 3.01 -3.42
C26 -2.50 -3.77 -2.75
N6 -2.25 -2.37 -2.45
C27 -2.98 -1.30 -2.92
C28 -2.49 -0.20 -2.28
N7 -1.49 -0.58 -1.42
C29 -1.38 -1.89 -1.55
H20 -2.67 -3.89 -3.82
H21 -3.37 -4.12 -2.19
H22 -1.63 -4.35 -2.46
H23 -3.76 -1.42 -3.65
H24 -2.81 0.82 -2.39
H25 -0.72 -2.53 -0.99

Calculated values
Charge: +1
HOMO level, eV: -10.44
Gap between HOMO and LUMO, Ha: 0.2822
Calculated total energy, Ha: -2887.99320


# 4
Molecular formula: C29H25N7O9S3Ti
Method: DFT, ωB97M-V/def2-TZVPD

Geometry (Å):
Ti1 0.32 -0.02 -1.76
O1 -1.96 -1.20 -2.93
C1 -1.69 -1.09 -4.31
C2 -0.90 0.16 -4.63
C3 -0.77 0.50 -5.97
C4 -0.10 1.65 -6.32
C5 0.39 2.46 -5.31
C6 0.24 2.05 -4.01
N1 -0.37 0.91 -3.65
H1 -1.74 -2.11 -2.66
H2 -2.63 -1.02 -4.86
H3 -1.13 -1.95 -4.67
H4 -1.20 -0.15 -6.72
H5 0.02 1.92 -7.36
H6 0.91 3.38 -5.53
H7 0.62 2.65 -3.19
O2 0.63 -4.25 3.03
C7 1.83 -4.11 2.69
O3 2.86 -4.68 3.06
C8 1.91 -3.09 1.55
C9 2.18 -1.76 1.81
C10 1.87 -0.80 0.87
N2 1.35 -1.11 -0.32
C11 1.20 -2.41 -0.62
C12 1.47 -3.42 0.26
C13 0.53 -2.60 -1.96
O4 -0.23 -3.54 -2.19
O5 0.73 -1.59 -2.78
H8 2.57 -1.46 2.77
H9 1.99 0.26 1.07
H10 1.26 -4.45 -0.02
S1 0.45 2.11 -0.61
C14 2.08 2.74 -0.80
C15 2.43 3.92 -0.13
C16 3.70 4.46 -0.24
C17 4.01 5.69 0.46
N3 4.25 6.66 1.02
C18 4.65 3.81 -1.04
C19 4.31 2.65 -1.70
C20 3.03 2.09 -1.61
S2 2.64 0.65 -2.48
C21 5.99 4.35 -1.18
N4 7.05 4.76 -1.31
H11 1.69 4.41 0.49
H12 5.05 2.15 -2.31
C22 -1.28 -2.56 4.90
C23 -0.80 -1.16 5.27
S3 -1.23 0.11 4.12
O6 -1.07 1.38 4.79
O7 -0.53 -0.16 2.89
C24 -2.98 -0.07 3.81
C25 -3.35 -0.93 2.62
N5 -2.89 -0.41 1.34
C26 -1.91 -0.97 0.63
N6 -1.55 -0.20 -0.39
C27 -2.36 0.90 -0.36
C28 -3.18 0.80 0.71
N7 -4.27 1.67 1.04
O8 -4.39 2.68 0.37
O9 -4.96 1.38 2.01
C29 -1.41 -2.34 0.90
H13 -0.95 -3.26 5.67
H14 -0.84 -2.89 3.95
H15 -2.36 -2.63 4.85
H16 0.29 -1.12 5.28
H17 -1.18 -0.81 6.23
H18 -3.35 0.95 3.73
H19 -3.42 -0.51 4.71
H20 -4.43 -1.04 2.59
H21 -2.90 -1.91 2.71
H22 -2.33 1.68 -1.10
H23 -2.24 -2.99 1.18
H24 -0.65 -2.38 1.69
H25 -0.97 -2.76 -0.01

Calculated values
Charge: -1
HOMO level (spin up / spin down), eV: -5.12 / -5.34
Gap between HOMO and LUMO (spin up / spin down), Ha: 0.2264 / 0.2346
Multiplicity: 2
Calculated total energy, Ha: -4224.76644


# 5
Molecular formula: C29H26As2BBr2CrNO11
Method: DFT, ωB97M-V/def2-TZVPD

Geometry (Å):
Cr1 1.09 -1.30 -0.82
Br1 2.07 -6.14 -0.75
C1 0.90 -5.24 -1.91
C2 0.28 -5.87 -3.02
C3 -0.41 -5.18 -3.96
Br2 -1.06 -6.22 -5.37
C4 -0.55 -3.76 -3.88
C5 -0.98 -2.96 -4.98
C6 -0.81 -1.62 -4.85
C7 -0.33 -1.06 -3.63
N1 0.05 -1.82 -2.62
C8 0.01 -3.14 -2.73
C9 0.79 -3.85 -1.71
O1 1.47 -3.15 -0.79
H1 0.35 -6.94 -3.16
H2 -1.41 -3.47 -5.86
H3 -1.07 -0.92 -5.68
H4 -0.12 0.02 -3.56
O2 1.22 -1.70 2.17
B1 2.01 -1.47 1.06
O3 3.32 -1.67 1.35
C10 3.42 -1.89 2.70
C11 4.57 -2.03 3.42
C12 4.28 -2.19 4.78
C13 2.97 -2.27 5.31
C14 1.84 -2.13 4.50
C15 2.15 -1.87 3.19
H5 5.54 -1.94 3.06
H6 5.16 -2.43 5.41
H7 2.91 -2.40 6.45
H8 0.81 -2.17 4.91
C16 -4.46 -0.19 -2.48
O4 -3.38 -0.04 -1.58
C17 -2.42 0.81 -2.00
O5 -2.43 1.39 -3.07
C18 -1.31 1.00 -1.09
C19 -0.22 1.87 -1.35
As1 -0.55 3.60 -0.54
C20 -2.46 3.84 -0.87
C21 -0.58 2.81 1.32
C22 -0.51 1.52 1.63
As2 -0.70 -0.01 0.39
C23 -2.09 -1.08 1.24
C24 -0.52 1.00 3.08
O6 -1.49 0.59 3.59
O7 0.69 0.96 3.68
C25 1.79 1.64 3.08
C26 -0.73 3.86 2.42
O8 -0.40 3.76 3.58
O9 -1.42 4.94 1.92
C27 -1.56 6.01 2.86
C28 1.11 1.57 -1.56
O10 1.62 0.41 -1.56
O11 2.05 2.55 -1.65
C29 1.92 3.50 -2.70
H9 -5.11 0.63 -2.46
H10 -5.05 -1.05 -2.15
H11 -4.06 -0.32 -3.51
H12 -2.66 3.73 -1.95
H13 -2.67 4.82 -0.46
H14 -3.14 3.07 -0.38
H15 -2.86 -0.40 1.62
H16 -1.61 -1.69 2.00
H17 -2.46 -1.64 0.39
H18 2.57 1.21 3.64
H19 1.74 2.71 3.28
H20 1.86 1.36 2.02
H21 -2.16 6.74 2.41
H22 -0.60 6.33 3.25
H23 -2.01 5.59 3.76
H24 2.58 3.23 -3.54
H25 2.29 4.47 -2.34
H26 0.87 3.65 -2.96

Calculated values
HOMO level (spin up / spin down), eV: -7.98 / -8.13
Gap between HOMO and LUMO (spin up / spin down), Ha: 0.2647 / 0.2387
Multiplicity: 5
Calculated total energy, Ha: -12691.96434


# 6
Molecular formula: C29H26AsN2O6PRuS4
Method: DFT, ωB97M-V/def2-TZVPD

Geometry (Å):
Ru1 0.83 -0.12 1.01
S1 3.18 0.79 1.26
C1 2.29 2.04 2.03
C2 2.76 3.32 2.34
C3 1.89 4.23 2.88
C4 0.55 3.88 3.10
C5 0.15 2.61 2.76
N1 1.01 1.71 2.27
H1 3.79 3.57 2.13
H2 2.23 5.24 3.12
H3 -0.16 4.59 3.51
H4 -0.87 2.27 2.89
O1 -0.73 -3.40 2.28
As1 -1.69 -2.41 1.19
O2 -3.25 -2.65 1.60
O3 -1.22 -0.78 1.25
C6 -1.38 -3.08 -0.61
C7 -2.53 -3.57 -1.21
C8 -2.48 -4.07 -2.51
C9 -1.29 -4.09 -3.20
C10 -0.13 -3.60 -2.61
C11 -0.18 -3.09 -1.32
S2 1.34 -2.38 -0.73
O4 1.25 -0.94 -1.07
O5 2.40 -3.10 -1.37
O6 1.36 -2.47 0.75
H5 0.20 -3.33 2.00
H6 -3.44 -3.55 -0.64
H7 -3.39 -4.45 -2.97
H8 -1.25 -4.48 -4.21
H9 0.81 -3.60 -3.13
C12 1.09 -2.06 7.40
C13 1.07 -1.66 5.95
C14 -0.11 -1.35 5.31
C15 -0.08 -0.94 3.99
N2 1.05 -0.83 3.29
C16 2.19 -1.15 3.90
C17 2.25 -1.56 5.22
H10 0.16 -2.54 7.69
H11 1.22 -1.17 8.02
H12 1.92 -2.73 7.62
H13 -1.06 -1.43 5.82
H14 -0.99 -0.68 3.46
H15 3.09 -1.05 3.30
H16 3.20 -1.80 5.66
S3 2.31 2.51 -2.01
P1 0.45 1.92 -2.01
S4 -0.47 1.60 -0.21
C18 -0.63 3.19 -2.80
C19 -0.36 3.53 -4.13
C20 -1.14 4.46 -4.79
C21 -2.21 5.06 -4.14
C22 -2.48 4.74 -2.82
C23 -1.69 3.81 -2.15
C24 0.12 0.52 -3.13
C25 -1.12 -0.11 -3.08
C26 -1.41 -1.12 -3.99
C27 -0.47 -1.50 -4.94
C28 0.77 -0.88 -4.97
C29 1.07 0.13 -4.06
H17 0.48 3.06 -4.63
H18 -0.92 4.71 -5.82
H19 -2.82 5.78 -4.66
H20 -3.30 5.21 -2.30
H21 -1.90 3.55 -1.12
H22 -1.84 0.18 -2.33
H23 -2.38 -1.62 -3.95
H24 -0.70 -2.29 -5.64
H25 1.52 -1.19 -5.69
H26 2.04 0.61 -4.05

Calculated values
Charge: -1
HOMO level (spin up / spin down), eV: -5.00 / -4.97
Gap between HOMO and LUMO (spin up / spin down), Ha: 0.2567 / 0.2693
Multiplicity: 2
Calculated total energy, Ha: -5946.60407


# 7
Molecular formula: C29H26AsN2PtS
Method: DFT, ωB97M-V/def2-TZVPD

Geometry (Å):
Pt1 0.29 -0.04 -0.19
C1 -0.74 -0.80 1.74
C2 -0.75 0.61 1.87
C3 -1.64 1.13 0.89
C4 -2.18 0.04 0.17
C5 -1.62 -1.16 0.68
H1 -0.28 -1.49 2.43
H2 -0.29 1.18 2.66
H3 -1.93 2.16 0.78
H4 -2.97 0.10 -0.56
H5 -1.94 -2.16 0.43
N1 0.75 1.08 -7.27
C6 0.14 0.12 -6.56
S1 -0.66 -1.08 -7.39
C7 0.20 0.14 -5.11
C8 0.90 1.11 -4.37
C9 0.82 1.12 -3.00
N2 0.09 0.23 -2.30
C10 -0.54 -0.74 -2.99
C11 -0.51 -0.82 -4.36
H6 0.64 1.07 -8.27
H7 1.21 1.88 -6.86
H8 1.49 1.87 -4.85
H9 1.31 1.89 -2.42
H10 -1.13 -1.43 -2.40
H11 -1.06 -1.60 -4.86
C12 4.28 -4.41 -0.37
C13 4.98 -3.59 0.51
C14 4.47 -2.35 0.85
C15 3.25 -1.94 0.33
C16 2.55 -2.76 -0.54
C17 3.07 -4.00 -0.89
As1 2.54 -0.16 0.65
C18 4.07 0.85 0.02
C19 4.26 0.93 -1.36
C20 5.41 1.49 -1.87
C21 6.39 1.96 -1.01
C22 6.21 1.87 0.36
C23 5.05 1.32 0.88
C24 2.51 0.09 2.57
C25 2.38 1.39 3.08
C26 2.17 1.58 4.43
C27 2.09 0.49 5.29
C28 2.21 -0.79 4.78
C29 2.41 -0.99 3.43
H12 4.69 -5.37 -0.65
H13 5.92 -3.92 0.92
H14 5.02 -1.70 1.53
H15 1.59 -2.41 -0.94
H16 2.52 -4.64 -1.58
H17 3.49 0.53 -2.02
H18 5.56 1.55 -2.94
H19 7.30 2.38 -1.40
H20 6.98 2.23 1.03
H21 4.91 1.25 1.95
H22 2.44 2.23 2.39
H23 2.07 2.58 4.82
H24 1.93 0.65 6.34
H25 2.13 -1.64 5.44
H26 2.49 -2.00 3.02

Calculated values
Charge: +1
HOMO level, eV: -10.47
Gap between HOMO and LUMO, Ha: 0.2415
Calculated total energy, Ha: -3983.23323


The highest calculated total energy belongs to which entry? C29H25ClLiN3P